[1]
Molecular formula: C25H25N3O7
Method: DFT, wB97M-V/def2-TZVPD

The geometry in XYZ format:
```
60
Properties=species:S:1:pos:R:3
C 5.59 2.87 1.85
C 4.28 3.17 1.13
N 3.71 1.94 0.63
C 2.56 1.81 -0.04
C 1.79 2.94 -0.39
C 0.63 2.82 -1.10
C 0.18 1.56 -1.54
C 0.89 0.44 -1.18
C 2.06 0.54 -0.42
N 2.66 -0.67 -0.01
O 2.04 -1.71 -0.16
O 3.78 -0.65 0.50
H 0.55 -0.54 -1.48
C -1.03 1.47 -2.39
O -1.90 2.30 -2.44
O -1.02 0.34 -3.10
C -2.11 0.05 -3.95
H -3.00 0.62 -3.64
H -1.86 0.35 -4.98
C -2.36 -1.46 -3.92
O -2.61 -2.06 -4.94
C -2.19 -2.09 -2.62
C -2.58 -1.67 -1.36
N -2.15 -2.60 -0.46
C -1.46 -3.59 -1.11
C -1.49 -3.32 -2.44
H -1.05 -3.89 -3.23
C -0.80 -4.72 -0.40
H -0.04 -4.36 0.29
H -1.52 -5.33 0.15
H -0.32 -5.36 -1.13
C -2.46 -2.58 0.95
C -1.95 -1.34 1.66
C -2.80 -0.57 2.43
C -2.35 0.57 3.10
C -1.02 0.89 2.97
C -0.16 0.11 2.20
C -0.59 -1.01 1.53
H 0.08 -1.61 0.94
O 1.10 0.64 2.26
C 1.00 1.79 3.07
O -0.33 1.93 3.52
H 1.27 2.68 2.47
H 1.68 1.70 3.92
H -3.02 1.16 3.70
H -3.84 -0.85 2.52
H -3.54 -2.65 1.09
H -2.00 -3.46 1.40
C -3.44 -0.52 -0.95
H -4.20 -0.85 -0.24
H -3.94 -0.10 -1.81
H -2.84 0.26 -0.47
H 0.04 3.69 -1.36
H 2.12 3.92 -0.09
H 4.19 1.07 0.87
H 3.58 3.67 1.82
H 4.47 3.85 0.29
H 6.03 3.79 2.22
H 6.29 2.40 1.17
H 5.41 2.20 2.69
```

**SMILES**: CCNc1ccc(C(=O)OCC(=O)c2cc(C)n(Cc3ccc4c(c3)OCO4)c2C)cc1[N+](=O)[O-]

[2]
Molecular formula: C16H33LaNO6
Method: DFT, wB97M-V/def2-TZVPD

The geometry in XYZ format:
```
57
Properties=species:S:1:pos:R:3
C 1.96 -4.82 0.97
C 1.21 -3.39 1.39
C -0.35 -3.54 0.81
C -0.45 -3.02 -0.74
N -1.38 -1.84 -0.97
C -0.58 -0.53 -1.13
C -1.59 0.81 -1.14
C -0.79 2.23 -1.19
O -1.16 3.04 0.02
C 0.07 -0.60 -2.64
C 1.63 -0.12 -2.74
O 1.72 1.32 -3.16
C 2.72 1.39 -4.24
C 3.00 2.99 -4.53
O 0.39 -0.51 -0.03
C -0.19 -0.07 1.24
O -1.33 -0.49 1.79
O 0.60 0.91 2.03
C 0.57 0.59 3.47
C -0.48 1.62 4.18
O -1.86 1.10 4.32
C -2.81 1.85 3.46
C -3.68 3.00 4.24
H 1.42 -5.67 1.59
H 3.09 -4.68 1.23
H 1.78 -4.92 -0.20
H 1.24 -3.20 2.55
H 1.81 -2.53 0.85
H -1.15 -3.09 1.54
H -0.55 -4.71 0.80
H -0.91 -3.92 -1.37
H 0.64 -2.87 -1.13
H -1.84 -2.04 -1.90
H -2.24 0.71 -2.14
H -2.38 0.78 -0.26
H -0.98 2.84 -2.18
H 0.37 1.99 -1.04
H -0.31 3.14 0.57
H 0.01 -1.67 -3.14
H -0.54 0.11 -3.38
H 2.30 -0.37 -1.81
H 2.11 -0.72 -3.65
H 2.38 0.91 -5.26
H 3.72 0.92 -3.81
H 4.00 3.10 -5.14
H 3.05 3.50 -3.46
H 2.08 3.44 -5.12
H 0.42 -0.54 3.72
H 1.65 0.88 3.89
H -0.44 2.69 3.66
H -0.08 1.81 5.29
H -2.25 2.30 2.51
H -3.56 1.04 3.01
H -4.78 2.58 4.35
H -3.77 3.92 3.50
H -3.20 3.33 5.25
La -0.33 -0.96 -4.73
```

**Charge**: +3

[3]
Molecular formula: C4H18O7
Method: DFT, wB97M-V/def2-TZVPD

The geometry in XYZ format:
```
29
Properties=species:S:1:pos:R:3
C 1.86 -0.81 2.25
C 2.21 -0.19 1.12
C 1.25 0.55 0.30
C 1.73 1.52 -0.51
O 0.89 2.31 -1.20
H 2.50 -1.49 2.82
H 0.82 -0.88 2.56
H 3.27 -0.27 0.84
H 0.13 0.38 0.48
H 2.83 1.64 -0.89
H -0.18 1.96 -1.33
H -2.71 -2.61 -1.18
H -1.20 -2.23 -0.82
O -2.11 -1.94 -0.89
H -0.39 1.52 2.07
H -1.53 0.64 2.51
O -1.02 1.41 2.86
H 0.94 -0.48 -2.76
H 2.27 -1.41 -2.53
O 1.35 -1.37 -2.66
H -3.46 2.05 0.54
H -2.34 2.47 1.47
O -2.73 2.70 0.63
H 0.55 -2.87 -1.54
H 0.28 -1.80 -0.47
O 0.26 -2.81 -0.66
H -2.53 1.07 -0.88
H -1.39 0.06 -1.23
O -1.54 0.87 -0.90
```

**SMILES**: C=C/C=C/O.O.O.O.O.O.O

Results for maximum force: 0.026; 0.253; 0.109 (in Eh/bohr, following the order of the records).
Results for E_LUMO: -0.6; -14.3; 0.2 (in eV, following the order of the records).
Results for HOMO energy: -7.968; -16.002; -8.193 (in eV, following the order of the records).